[1]
Computed, not measured: a molecular structure, C6H14N2 in a non-equilibrium geometry, with ωB97M-V/def2-TZVPD.

Each line ends with the Löwdin charge.
Positions of all 22 atoms, in Å:
C  -2.332  0.263  -0.363  -0.1884
C  1.990  -0.390  -0.382  -0.1555
C  -0.038  1.912  -0.346  -0.0867
C  2.385  -0.649  1.053  -0.1719
C  0.027  -0.698  -0.536  -0.2604
C  -0.416  0.487  -0.411  -0.1844
N  -0.259  -1.985  -0.832  0.0760
N  -2.829  0.464  0.956  -0.0348
H  0.311  -2.424  -1.546  0.0980
H  -0.858  -2.520  -0.217  0.0971
H  -2.529  1.349  1.350  0.0605
H  -2.524  -0.274  1.583  0.0663
H  -2.676  1.033  -1.052  0.0765
H  -2.619  -0.707  -0.763  0.0731
H  2.333  0.576  -0.754  0.0616
H  2.378  -1.142  -1.072  0.0560
H  -0.907  2.545  -0.138  0.0706
H  0.701  2.077  0.442  0.0737
H  0.391  2.236  -1.297  0.0859
H  3.472  -0.761  1.180  0.0627
H  1.926  -1.567  1.438  0.0634
H  2.074  0.175  1.706  0.0606

Output
HOMO-LUMO gap: 8.0 eV
DFT total energy: -9425.3075 eV
Maximum force: 7.51 eV Å⁻¹

***

[2]
Computed, not measured: C4H5FS3 in the gas phase in a non-equilibrium geometry, with ωB97M-V/def2-TZVPD.

Each line ends with the Löwdin charge.
Positions of all 13 atoms, in Å:
F  -0.769  0.781  2.241  0.0594
C  -0.639  0.456  0.963  -0.3951
C  -0.077  -0.919  0.663  -0.7544
S  -0.173  -2.373  1.348  0.7797
C  0.754  -0.373  -0.509  -0.6705
S  0.074  -0.726  -2.146  0.7474
C  0.554  1.005  0.135  -0.6369
S  0.297  2.504  -0.810  0.7611
H  -1.590  0.579  0.470  0.1520
H  1.741  -0.725  -0.498  0.0788
H  -0.258  -2.008  -1.783  -0.1075
H  1.356  1.243  0.818  0.1067
H  -1.040  2.380  -0.962  -0.1205

Output
HOMO-LUMO gap: 8.2 eV
SMILES: F[C@@H]1C(=S)[C@@H](S)[C@H]1S
DFT total energy: -39450.5800 eV
Maximum force: 1.67 eV Å⁻¹

***

Question: DFT total energy of number 1 (C6H14N2)?
Answer: -9425.3075 eV

***

Question: The highest maximum force belongs to which entry?
Answer: C6H14N2

***

Copy entry 1 word for word.
Computed, not measured: a molecular structure, C6H14N2 in a non-equilibrium geometry, with ωB97M-V/def2-TZVPD.

Each line ends with the Löwdin charge.
Positions of all 22 atoms, in Å:
C  -2.332  0.263  -0.363  -0.1884
C  1.990  -0.390  -0.382  -0.1555
C  -0.038  1.912  -0.346  -0.0867
C  2.385  -0.649  1.053  -0.1719
C  0.027  -0.698  -0.536  -0.2604
C  -0.416  0.487  -0.411  -0.1844
N  -0.259  -1.985  -0.832  0.0760
N  -2.829  0.464  0.956  -0.0348
H  0.311  -2.424  -1.546  0.0980
H  -0.858  -2.520  -0.217  0.0971
H  -2.529  1.349  1.350  0.0605
H  -2.524  -0.274  1.583  0.0663
H  -2.676  1.033  -1.052  0.0765
H  -2.619  -0.707  -0.763  0.0731
H  2.333  0.576  -0.754  0.0616
H  2.378  -1.142  -1.072  0.0560
H  -0.907  2.545  -0.138  0.0706
H  0.701  2.077  0.442  0.0737
H  0.391  2.236  -1.297  0.0859
H  3.472  -0.761  1.180  0.0627
H  1.926  -1.567  1.438  0.0634
H  2.074  0.175  1.706  0.0606

Output
HOMO-LUMO gap: 8.0 eV
DFT total energy: -9425.3075 eV
Maximum force: 7.51 eV Å⁻¹